C31H25N5O2Re as an isolated structure in a non-equilibrium geometry, computed with wB97M-V/def2-TZVPD.

Calculated values
- Kohn-Sham gap (alpha / beta) (Ha) = 0.259 / 0.238
- HOMO level (alpha / beta) (eV) = -13.5 / -13.9
- ⟨S²⟩ = 3.80
- total charge = +2
- spin multiplicity = 4
- LUMO (alpha / beta) (eV) = -6.4169 / -7.4640

```
64
Properties=species:S:1:pos:R:3:forces:R:3
Re 0.19122 0.12942 -0.10410 -1.20 0.12 -0.82
C 0.22797 3.85769 -0.56175 -0.05 -0.07 -0.06
C -1.12597 3.36080 -0.15445 -0.04 0.06 0.04
C -2.25317 4.16457 -0.34206 0.04 -0.02 0.01
C -3.48538 3.72090 0.08381 -0.02 0.00 0.01
C -3.57651 2.49815 0.74143 -0.02 0.01 0.01
C -2.42362 1.76298 0.90912 0.00 0.03 -0.04
N -1.23403 2.16729 0.43011 0.29 0.08 0.01
C -2.37375 0.49301 1.66046 -0.03 0.02 -0.03
C -3.36463 0.05821 2.52742 -0.03 -0.02 -0.01
C -3.19387 -1.14113 3.19731 0.03 0.01 -0.02
C -2.01783 -1.85993 3.03362 -0.02 -0.02 -0.02
C -1.05383 -1.35476 2.18332 0.02 -0.06 0.02
N -1.25511 -0.22016 1.50035 0.20 0.18 -0.11
C 0.31449 -1.89027 2.04925 -0.01 0.06 -0.04
C 0.75421 -3.04195 2.65053 -0.05 -0.01 0.00
C 2.11942 -3.30794 2.66207 0.01 0.00 0.00
C 2.98592 -2.36674 2.15257 0.00 -0.03 0.01
C 2.50167 -1.22397 1.52178 -0.04 -0.04 -0.02
C 3.47326 -0.17798 1.07275 0.02 0.00 0.01
N 1.16597 -1.04833 1.39003 0.04 -0.05 0.01
H 0.44910 4.79360 -0.04767 0.00 0.00 0.00
H 1.00728 3.13961 -0.30994 0.02 0.00 0.02
H 0.25878 4.05607 -1.63399 0.02 0.01 -0.01
H -2.14183 5.13102 -0.81461 -0.01 0.00 -0.01
H -4.37090 4.32223 -0.07116 0.00 0.01 0.00
H -4.52838 2.13828 1.10376 0.00 0.00 0.00
H -4.24771 0.65764 2.69136 0.00 -0.01 -0.01
H -3.95799 -1.50067 3.87299 -0.01 0.00 0.00
H -1.85197 -2.77613 3.57985 0.00 0.01 0.02
H 0.05414 -3.71575 3.12137 0.01 0.01 0.02
H 2.49581 -4.21333 3.11852 0.00 0.00 0.00
H 4.05597 -2.49261 2.24058 0.00 0.00 -0.01
H 4.27211 -0.11582 1.81050 -0.01 -0.01 0.01
H 3.92158 -0.43542 0.11449 0.00 0.01 0.01
H 3.01425 0.80428 0.98897 0.02 -0.01 0.01
O 1.88122 0.21155 -1.11402 0.15 0.00 -0.05
N 2.02932 0.79660 -2.29014 -0.20 0.03 0.08
N 0.95309 1.31701 -2.65991 0.21 0.01 -0.14
O -0.11828 1.25177 -1.92405 -0.07 -0.20 0.74
C 0.86829 2.00359 -3.92922 -0.04 0.05 -0.08
C -0.37360 2.09269 -4.53550 -0.06 -0.03 0.09
C -0.45748 2.73057 -5.76196 0.02 0.01 -0.01
C 0.68149 3.26294 -6.35098 0.02 -0.01 0.01
C 1.91348 3.16966 -5.71460 -0.03 0.01 -0.02
C 2.01960 2.53550 -4.48934 0.06 -0.02 0.07
H -1.24437 1.66879 -4.05564 0.00 0.00 -0.03
H -1.41415 2.80890 -6.25911 0.00 -0.01 0.00
H 0.61000 3.75542 -7.31099 0.00 0.01 0.00
H 2.79514 3.59841 -6.16972 0.00 -0.01 -0.01
H 2.96927 2.46182 -3.97868 0.00 -0.01 -0.01
C -1.28215 -0.84417 -0.97015 0.72 0.03 0.42
C -2.31716 -1.26983 -1.46715 0.01 -0.16 -0.14
C -3.50610 -1.77430 -2.04996 -0.03 0.03 0.09
C -4.60241 -2.07606 -1.22858 0.02 -0.03 0.01
C -5.77348 -2.54696 -1.78867 -0.01 -0.01 0.00
C -5.85956 -2.72915 -3.16502 0.02 0.00 0.03
C -4.77362 -2.44098 -3.98322 -0.01 -0.01 -0.02
C -3.59950 -1.96142 -3.43454 0.03 0.01 -0.04
H -4.51329 -1.94635 -0.15715 -0.02 0.02 -0.01
H -6.62056 -2.78071 -1.15840 0.00 0.00 0.00
H -6.77582 -3.10503 -3.59976 0.00 0.00 -0.01
H -4.84658 -2.59570 -5.05086 0.01 0.01 0.00
H -2.74637 -1.74069 -4.06206 -0.01 0.01 0.00
```
Forces are in eV/Å.

=====

A 2-piece molecular cluster, C7H20NSi overall in a non-equilibrium geometry, computed with wB97M-V/def2-TZVPD.

Calculated values
- Kohn-Sham gap (alpha / beta) (Ha) = 0.310 / 0.322
- HOMO level (alpha / beta) (eV) = -12.7 / -12.9
- total charge = +1
- LUMO (alpha / beta) (eV) = -4.2310 / -4.1617

```
29
Properties=species:S:1:pos:R:3:forces:R:3
C -1.83712 0.00595 -1.20272 1.04 1.23 -2.74
C -1.03268 2.50412 0.03340 0.39 1.35 1.61
C 0.90598 1.89972 -1.33426 -0.02 -3.72 -1.74
C 1.28562 -2.13192 -0.99636 1.18 -0.75 2.12
C 1.61087 -0.37635 1.54315 2.19 -2.07 -0.03
C -0.76541 -2.37398 1.60518 4.36 0.31 1.97
C -0.65633 0.13448 -0.35954 0.71 -2.18 3.95
N 0.00177 1.44416 -0.25696 -3.23 0.92 0.62
Si 0.43811 -1.36044 0.50002 -2.53 0.31 -1.08
H -1.59944 0.36143 -2.30920 -0.49 -0.25 2.10
H -2.11457 -1.00226 -1.36437 -0.36 -1.08 0.29
H -2.62262 0.57404 -0.76711 -1.02 0.42 -0.22
H -0.52048 3.44271 0.27892 0.17 -0.17 -0.45
H -1.61829 2.63567 -0.82781 -0.71 0.23 -1.16
H -1.70757 2.38200 0.91903 0.85 -0.97 -0.82
H 0.69439 1.55234 -2.40673 -0.86 0.94 1.63
H 1.03695 2.91229 -1.20103 0.75 2.03 -0.09
H 1.73451 1.24629 -1.16481 1.42 0.42 0.23
H 0.75891 -2.66039 -1.73673 -1.34 -0.64 -0.66
H 1.77651 -1.34611 -1.52155 0.76 0.71 -0.34
H 2.04706 -2.87099 -0.63705 -0.30 0.69 -0.31
H 2.37114 -1.11363 1.98696 -1.29 0.68 -0.13
H 2.33870 0.11765 0.91425 0.04 0.77 -0.40
H 1.27263 0.24957 2.33957 -0.40 0.36 0.49
H -0.34601 -3.41626 1.88131 0.03 1.83 0.01
H -0.90466 -1.69577 2.51285 0.59 -1.10 -0.74
H -1.70485 -2.66059 1.41594 -3.72 -0.48 -1.85
H -1.33771 0.24745 1.55011 0.87 -0.15 -2.66
H 0.49461 1.29882 0.60553 0.95 0.37 0.43
```
Forces are in eV/Å.

=====

> Number 1 is which compound?

C31H25N5O2Re

=====

> Which of these has the lowest total charge?

C7H20NSi

=====

> The highest total charge belongs to which entry?

C31H25N5O2Re

=====

> Which of these has the highest total charge?

C31H25N5O2Re